{
  "formula": "C5H32NO14",
  "method": "ωB97M-V/def2-TZVPD",
  "total_charge": -1,
  "fmax_ev_per_a": 3.69,
  "e_homo_ev": -6.91,
  "e_lumo_ev": 2.436,
  "e_tot_ha": -1317.8758,
  "spin_multiplicity": 1,
  "homo_lumo_gap_ev": 9.349,
  "elements": ["C", "C", "C", "C", "N", "C", "O", "O", "H", "H", "H", "H", "H", "H", "H", "H", "H", "H", "O", "H", "H", "O", "H", "H", "O", "H", "H", "O", "H", "H", "O", "H", "H", "O", "H", "H", "O", "H", "H", "O", "H", "H", "O", "H", "H", "O", "H", "H", "O", "H", "H", "O"],
  "coordinates": [[0.35060, -1.10600, -2.09811], [0.21328, -1.03179, -3.64099], [-0.09513, 0.36314, -4.04326], [1.03391, 1.11968, -4.19883], [-0.76742, -0.78768, -1.28820], [-0.61494, 0.32188, -0.34997], [0.51988, 0.61048, 0.03423], [-1.68677, 0.89596, 0.00532], [0.83422, -2.02200, -1.77588], [1.32507, -0.49017, -1.86411], [-0.45456, -1.84363, -4.07720], [1.20123, -1.24575, -4.11410], [-1.08610, 0.82798, -4.24579], [0.86641, 2.13204, -4.56322], [2.06659, 0.87535, -4.18176], [-1.72039, -0.87144, -1.69633], [-1.20996, -0.60532, 4.51927], [0.23246, -1.20817, 4.44613], [-0.58887, -1.18925, 4.94624], [-4.16205, -1.00941, 2.37957], [-3.16156, -0.26090, 3.16768], [-4.18008, -0.32022, 3.08032], [-1.60332, -3.67245, -0.74142], [-3.01995, -3.29900, -0.21927], [-2.49953, -4.01233, -0.64633], [4.73117, 0.54457, 1.34265], [3.79113, 0.90381, 0.19940], [4.56409, 0.31948, 0.41501], [2.24439, 1.83085, 1.54449], [3.14526, 2.69154, 0.74511], [2.93487, 2.48165, 1.67115], [-3.01784, 0.34000, -0.53775], [-4.24551, 0.26437, -1.12065], [-3.69868, -0.41821, -0.66686], [-0.18511, 3.21702, -0.98334], [0.50798, 2.89913, 0.31551], [0.48730, 3.58424, -0.39656], [-3.42876, -1.46154, 0.70897], [-2.12233, -1.35277, 1.39204], [-2.92880, -1.86836, 1.44949], [3.93242, -1.27046, 0.44127], [2.80833, -2.15457, 0.89711], [3.63664, -1.79661, 1.24597], [-1.69482, 1.93283, 2.84759], [-1.76551, 0.77054, 1.75820], [-1.25464, 1.13783, 2.52979], [0.67964, 0.41362, 2.40771], [1.52048, -0.82315, 3.03901], [0.94416, -0.06909, 3.20894], [1.86089, 2.55358, -0.83783], [2.16943, 1.28948, -1.54604], [2.59083, 1.86922, -0.90439]]
}



{
  "formula": "C5H33N2O11",
  "method": "ωB97M-V/def2-TZVPD",
  "total_charge": 1,
  "fmax_ev_per_a": 6.40,
  "e_homo_ev": -12.89,
  "e_lumo_ev": -2.433,
  "e_tot_ha": -1147.1390,
  "spin_multiplicity": 1,
  "homo_lumo_gap_ev": 10.460,
  "elements": ["O", "C", "C", "C", "C", "C", "N", "N", "H", "H", "H", "H", "H", "H", "H", "H", "H", "H", "H", "H", "H", "H", "H", "O", "H", "H", "O", "H", "H", "O", "H", "H", "O", "H", "H", "O", "H", "H", "O", "H", "H", "O", "H", "H", "O", "H", "H", "O", "H", "H", "O"],
  "coordinates": [[1.46369, -1.92453, 2.20137], [1.09324, -2.08459, 1.12235], [0.39812, -0.95111, 0.26334], [1.34167, 0.02675, -0.46991], [0.61476, 1.25950, -1.12937], [0.09195, 0.37568, -3.27057], [-0.52105, 0.84946, -1.98649], [-0.52827, -1.80251, -0.70642], [1.22830, -3.09176, 0.58205], [-0.41442, -0.48040, 0.90473], [1.99890, -0.36278, -1.17734], [2.11906, 0.40793, 0.27080], [1.42975, 1.76437, -1.66456], [0.16681, 1.79432, -0.31113], [-0.60037, -0.29612, -3.75781], [1.04412, -0.28621, -3.15129], [0.45478, 1.16696, -3.92429], [-1.17826, 1.66426, -2.06383], [-0.10985, -2.72034, -0.94695], [-1.39239, -1.95065, -0.14559], [-0.65272, -1.28539, -1.72631], [0.74993, -0.54661, 3.27164], [1.50376, 0.62836, 3.52152], [0.66388, 0.25843, 3.68936], [-2.97423, 1.44119, 0.97614], [-1.51197, 1.76472, 1.18497], [-2.05775, 1.26488, 0.61633], [3.42094, 1.60389, 2.94203], [2.36066, 2.02344, 2.00969], [2.69675, 1.21418, 2.33548], [0.40142, 4.29625, 1.81372], [0.17888, 2.80877, 1.71395], [0.67323, 3.49220, 1.38203], [-2.11379, -0.02272, -2.40581], [-3.39407, -0.45030, -3.18526], [-2.63233, -0.75112, -2.71115], [2.05239, -2.51733, -2.52947], [1.61878, -3.91905, -2.44264], [1.51008, -3.11063, -1.92194], [-1.68413, 1.92982, 3.76872], [-0.39499, 1.72171, 3.20300], [-1.15646, 2.08778, 2.95656], [-2.80691, 1.30239, -0.80821], [-3.79039, 2.09493, -1.63176], [-3.60746, 1.15740, -1.33088], [3.67738, -1.68957, -0.92831], [4.35397, -0.85564, -2.19260], [3.63169, -1.45110, -1.88649], [-2.39785, -0.44074, 0.45115], [-3.66970, -1.01230, 0.10672], [-2.88121, -1.18391, 0.67277]]
}



{
  "formula": "C5H33NO11",
  "method": "ωB97M-V/def2-TZVPD",
  "total_charge": 0,
  "fmax_ev_per_a": 1.77,
  "e_homo_ev": -8.13,
  "e_lumo_ev": 0.341,
  "e_tot_ha": -1092.6782,
  "spin_multiplicity": 1,
  "smiles": "CC/C(C)=C/N.O.O.O.O.O.O.O.O.O.O.O",
  "homo_lumo_gap_ev": 8.471,
  "elements": ["C", "C", "C", "C", "N", "C", "H", "H", "H", "H", "H", "H", "H", "H", "H", "H", "H", "H", "H", "O", "H", "H", "O", "H", "H", "O", "H", "H", "O", "H", "H", "O", "H", "H", "O", "H", "H", "O", "H", "H", "O", "H", "H", "O", "H", "H", "O", "H", "H", "O"],
  "coordinates": [[-2.96710, -1.48450, -2.24776], [-1.69580, -2.06236, -2.90444], [-0.56871, -2.06243, -1.87673], [-0.46940, -3.12394, -1.08623], [0.29211, -3.12249, 0.11201], [0.28091, -0.84811, -1.74558], [-3.09772, -1.95617, -1.26923], [-2.77308, -0.42451, -2.08751], [-3.91693, -1.73603, -2.72176], [-1.91058, -3.09968, -3.16871], [-1.34780, -1.51142, -3.77790], [-1.08519, -4.01532, -1.07520], [0.97395, -2.36796, 0.21170], [0.94098, -3.88118, 0.31007], [0.26531, -0.54410, -0.69172], [-0.11992, -0.03679, -2.34233], [1.31977, -1.08025, -1.94223], [-1.82646, 1.54228, 2.34097], [-1.22009, 1.69591, 3.68703], [-1.70597, 2.22148, 3.03809], [-4.80962, 0.09769, -1.68568], [-5.25229, 1.51209, -1.11638], [-4.65876, 0.76760, -1.01794], [2.84174, 2.47786, 1.38996], [3.16549, 4.00866, 1.37268], [2.99127, 3.24979, 0.81064], [2.30696, 0.13608, 0.12279], [3.26255, -0.96591, 0.75763], [2.45562, -0.45873, 0.88495], [2.14144, 1.69565, -0.97818], [3.62709, 1.75800, -0.90961], [2.91896, 1.19330, -1.25932], [0.84510, 3.99167, 1.77766], [-0.64591, 4.33731, 1.59419], [0.11893, 3.95788, 1.15127], [-0.78938, 2.33050, -0.34970], [-0.66557, 2.89601, -1.84123], [-0.80427, 2.12480, -1.28709], [-1.73182, -1.01274, 2.08810], [-1.75989, -0.45154, 0.65164], [-1.66959, -0.18783, 1.57513], [1.55304, 1.55992, 3.32838], [2.40656, 0.63928, 2.40806], [2.41403, 1.47985, 2.90612], [-1.23108, -3.36742, 1.70362], [-1.42322, -3.28133, 3.29668], [-1.64677, -2.90568, 2.44518], [3.56491, -0.59379, -1.21584], [3.49572, -1.71153, -2.31766], [3.92563, -1.44554, -1.50376]]
}



{
  "formula": "C5H33NO11",
  "method": "ωB97M-V/def2-TZVPD",
  "total_charge": 0,
  "fmax_ev_per_a": 4.23,
  "e_homo_ev": -9.05,
  "e_lumo_ev": -0.015,
  "e_tot_ha": -1092.5979,
  "spin_multiplicity": 1,
  "smiles": "CN[C@H](C)CCO.O.O.O.O.O.O.O.O.O.O",
  "homo_lumo_gap_ev": 9.033,
  "elements": ["C", "N", "C", "C", "C", "O", "C", "H", "H", "H", "H", "H", "H", "H", "H", "H", "H", "H", "H", "H", "H", "H", "O", "H", "H", "O", "H", "H", "O", "H", "H", "O", "H", "H", "O", "H", "H", "O", "H", "H", "O", "H", "H", "O", "H", "H", "O", "H", "H", "O"],
  "coordinates": [[0.19663, 4.12974, 1.21322], [0.17879, 2.71683, 1.00177], [-0.32321, 2.13913, -0.27696], [0.21521, 2.73293, -1.55835], [-0.80404, 3.00647, -2.72997], [-1.20549, 1.69186, -3.19224], [-0.30884, 0.60318, -0.07825], [0.59487, 4.19547, 2.23013], [0.72475, 4.71945, 0.43434], [-0.86600, 4.53694, 1.39915], [1.09808, 2.31390, 1.14636], [-1.39880, 2.51895, -0.11216], [0.71956, 3.67364, -1.25697], [1.05127, 2.02883, -1.71744], [-1.69629, 3.41355, -2.24000], [-0.40524, 3.63493, -3.51863], [-0.54645, 1.43168, -3.83390], [-1.25627, 0.26042, 0.39725], [0.64456, 0.23391, 0.33910], [-0.23684, 0.08299, -1.00001], [-2.40436, -3.85889, -0.88174], [-1.33732, -4.00841, 0.22807], [-2.07533, -3.46823, -0.06365], [2.16422, -0.18294, 2.79843], [2.61972, 0.17082, 1.45459], [2.73968, -0.56418, 2.07634], [-4.22555, -1.77839, 1.76641], [-2.98970, -2.74677, 1.12001], [-3.28701, -1.97753, 1.65228], [2.25663, -2.88291, -0.81445], [2.54150, -4.01329, 0.18200], [2.27119, -3.85129, -0.74812], [0.46484, -3.23484, 2.88880], [2.02368, -3.34238, 2.91199], [1.22231, -3.69981, 2.53778], [-0.70315, -0.83771, -2.45507], [-0.12652, -1.73876, -1.35076], [-0.60444, -1.76974, -2.19510], [1.62321, -0.71645, -2.93817], [1.27226, -2.11803, -2.56024], [1.71673, -1.33084, -2.20811], [2.66897, 0.60188, -0.61421], [3.73619, 1.51960, 0.29454], [2.83771, 1.34538, -0.01821], [-3.24674, 1.10273, 0.01665], [-3.56437, -0.39053, 0.29355], [-3.71072, 0.50585, 0.60547], [0.34634, 0.31368, 2.30805], [0.10867, 1.45778, 3.25588], [0.42461, 0.52473, 3.27350]]
}